(1)
Density functional theory data (ωB97M-V with the def2-TZVPD basis set) for C41H57BrF2NP2RuSSi as an isolated structure.

Cartesian coordinates (Å):
Ru1 1.061 0.637 -0.920
C1 5.656 -3.387 3.325
S1 5.167 -2.203 4.597
C2 4.214 -1.039 3.592
C3 5.056 -0.148 2.687
C4 4.227 0.937 2.022
N1 3.181 0.369 1.120
P1 3.190 0.260 -0.577
C5 4.808 0.465 -1.241
C6 5.287 1.729 -1.603
C7 6.591 1.857 -2.047
C8 7.405 0.732 -2.134
C9 6.925 -0.525 -1.785
C10 5.625 -0.670 -1.338
C11 2.359 -1.266 -1.047
C12 2.011 -1.381 -2.418
C13 1.333 -2.508 -2.873
C14 1.040 -3.531 -1.990
C15 1.397 -3.443 -0.636
C16 2.035 -2.325 -0.161
P2 1.535 0.703 1.267
C17 0.825 0.144 2.776
C18 0.741 1.067 3.829
C19 0.317 0.627 5.071
C20 -0.039 -0.702 5.255
C21 0.017 -1.609 4.202
C22 0.448 -1.192 2.957
C23 1.095 2.413 0.962
C24 -0.251 2.805 1.159
C25 -0.634 4.101 0.893
C26 0.299 5.020 0.412
C27 1.625 4.647 0.196
C28 2.021 3.356 0.471
H1 6.229 -4.163 3.827
H2 6.289 -2.931 2.565
H3 4.781 -3.844 2.859
H4 3.665 -0.429 4.315
H5 3.480 -1.602 3.005
H6 5.554 -0.744 1.918
H7 5.839 0.337 3.274
H8 4.856 1.617 1.443
H9 3.712 1.540 2.775
H10 4.648 2.601 -1.557
H11 6.973 2.826 -2.336
H12 8.422 0.835 -2.489
H13 7.564 -1.393 -1.877
H14 5.244 -1.651 -1.079
H15 2.323 -0.628 -3.130
H16 1.070 -2.590 -3.918
H17 0.547 -4.425 -2.350
H18 1.175 -4.269 0.027
H19 2.326 -2.255 0.881
H20 1.008 2.106 3.685
H21 0.255 1.324 5.896
H22 -0.375 -1.035 6.229
H23 -0.284 -2.637 4.355
H24 0.474 -1.892 2.132
H25 -0.979 2.087 1.517
H26 -1.658 4.407 1.058
H27 -0.010 6.039 0.216
H28 2.346 5.366 -0.170
H29 3.066 3.089 0.352
F1 1.029 1.330 -3.204
C29 1.296 2.191 -2.191
F2 2.417 2.843 -2.414
H30 0.450 2.866 -2.014
C30 -6.179 1.090 -0.060
C31 -4.643 1.001 0.107
C32 -4.064 2.412 -0.064
C33 -4.331 0.539 1.536
Si1 -4.047 -0.248 -1.198
Br1 -1.488 0.196 -1.059
C34 -4.023 -2.090 -0.704
C35 -3.588 -2.996 -1.862
C36 -3.137 -2.436 0.499
C37 -5.488 -2.434 -0.341
C38 -4.329 0.188 -3.027
C39 -4.395 1.701 -3.263
C40 -5.716 -0.415 -3.365
C41 -3.295 -0.390 -4.001
H31 -6.568 1.773 0.699
H32 -6.683 0.134 0.081
H33 -6.467 1.493 -1.031
H34 -4.424 3.027 0.766
H35 -4.381 2.898 -0.983
H36 -2.972 2.408 -0.037
H37 -4.693 1.298 2.233
H38 -3.256 0.415 1.701
H39 -4.825 -0.394 1.800
H40 -2.564 -2.784 -2.178
H41 -4.239 -2.929 -2.731
H42 -3.622 -4.033 -1.518
H43 -2.082 -2.241 0.295
H44 -3.244 -3.507 0.694
H45 -3.416 -1.914 1.410
H46 -6.187 -2.242 -1.157
H47 -5.835 -1.902 0.545
H48 -5.544 -3.502 -0.118
H49 -5.226 2.175 -2.742
H50 -4.546 1.875 -4.330
H51 -3.469 2.204 -2.974
H52 -6.512 -0.049 -2.713
H53 -5.720 -1.504 -3.337
H54 -5.975 -0.116 -4.383
H55 -2.305 0.038 -3.840
H56 -3.606 -0.125 -5.015
H57 -3.215 -1.472 -3.959

Force components x, y, z for each atom (eV/Å):
Ru -1.13 -0.37 -0.12
C -0.03 0.11 0.01
S -0.04 0.00 -0.12
C 0.11 -0.12 0.09
C -0.06 0.01 0.01
C 0.30 -0.31 0.16
N -0.55 0.59 -0.30
P 0.79 -0.55 0.21
C -0.10 0.22 -0.13
C 0.02 0.03 0.04
C -0.01 -0.03 0.01
C 0.01 0.01 -0.01
C 0.00 -0.01 -0.02
C -0.05 -0.04 0.00
C 0.46 0.01 -0.32
C -0.06 -0.02 0.00
C -0.06 0.04 0.00
C -0.01 -0.01 -0.02
C -0.06 0.05 0.03
C -0.17 0.14 0.19
P 0.32 0.85 0.46
C -0.20 -0.22 -0.16
C 0.05 -0.06 -0.01
C -0.02 0.04 0.01
C -0.01 -0.02 0.02
C -0.03 0.01 -0.01
C 0.02 0.01 0.02
C -0.11 -0.21 -0.28
C -0.05 -0.13 -0.05
C -0.01 0.10 -0.06
C -0.07 -0.03 0.02
C 0.05 -0.08 0.04
C 0.22 0.17 0.16
H -0.01 -0.01 -0.01
H 0.04 -0.01 0.02
H -0.01 -0.03 0.02
H -0.03 0.01 -0.03
H -0.05 0.01 0.04
H 0.04 0.02 0.01
H 0.00 -0.01 -0.01
H -0.02 -0.05 -0.07
H -0.04 -0.03 -0.01
H 0.02 0.00 0.02
H 0.00 0.00 0.00
H 0.00 0.00 0.00
H -0.01 0.00 0.02
H 0.02 0.00 0.01
H 0.10 -0.02 -0.01
H 0.00 0.00 0.00
H -0.01 0.00 0.00
H 0.03 0.00 0.02
H 0.09 -0.04 -0.02
H 0.02 0.02 0.01
H 0.01 0.01 0.00
H 0.01 0.00 0.00
H 0.01 -0.01 0.00
H 0.00 0.00 -0.01
H 0.02 -0.01 0.02
H -0.01 -0.01 -0.01
H 0.01 0.00 -0.02
H -0.02 0.03 0.02
H -0.02 -0.06 -0.03
F -0.11 0.14 -0.03
C 0.03 0.08 0.26
F 0.07 -0.15 -0.09
H 0.05 0.05 -0.03
C -0.01 0.03 0.00
C -0.07 -0.08 -0.10
C 0.03 0.02 0.02
C 0.03 -0.01 0.03
Si 0.16 -0.05 -0.02
Br 0.20 -0.04 0.05
C -0.16 0.11 -0.07
C 0.06 0.00 -0.01
C 0.04 0.00 0.03
C 0.00 -0.03 0.01
C -0.14 -0.10 0.14
C 0.03 0.04 0.01
C -0.01 0.01 -0.02
C 0.04 0.03 0.02
H 0.00 0.00 0.01
H 0.01 -0.01 -0.01
H -0.01 0.00 0.01
H 0.00 0.00 0.00
H 0.02 -0.02 0.02
H 0.00 0.02 0.01
H 0.00 0.01 0.00
H 0.01 0.01 0.00
H -0.01 -0.01 -0.02
H 0.01 0.00 -0.01
H -0.02 0.02 -0.01
H 0.00 0.00 0.00
H 0.01 0.00 -0.01
H -0.01 0.00 0.01
H 0.00 0.03 0.01
H 0.00 0.02 0.00
H -0.01 0.00 0.01
H -0.01 0.00 0.00
H 0.00 -0.02 -0.01
H 0.00 0.00 0.00
H 0.00 0.00 -0.02
H 0.00 -0.01 0.00
H 0.00 -0.01 0.00
H -0.01 0.00 0.00
H 0.01 0.01 -0.01
H 0.01 -0.01 -0.01
H 0.00 -0.04 0.02

## Properties
Calculated total energy: -5889.3774 Eh
Orbital gap: 4.12 eV
LUMO: -0.385 hartree
Multiplicity: 1
Relative energy (zero: lowest compared OMol25 entry of this formula, charge and spin): 0.000 eV
Net charge: +3



(2)
Density functional theory data (ωB97M-V with the def2-TZVPD basis set) for a 11-piece molecular cluster, C41H58N9O2S overall.

Cartesian coordinates (Å):
C1 0.713 -0.271 1.584
C2 -0.039 -1.177 0.598
C3 -1.554 -1.046 0.785
O1 0.321 -0.951 -0.733
H1 0.421 -0.484 2.616
H2 0.561 0.786 1.345
H3 1.781 -0.516 1.559
H4 0.267 -2.209 0.855
H5 -1.906 -1.032 1.820
H6 -1.944 -1.997 0.407
H7 -1.989 -0.197 0.259
C4 -4.458 2.138 -0.715
S1 -5.760 1.222 0.114
O2 -6.891 1.095 -0.857
C5 -5.002 -0.411 0.190
H8 -4.887 3.115 -0.933
H9 -4.134 1.623 -1.612
H10 -3.633 2.322 -0.027
H11 -4.717 -0.617 1.219
H12 -4.184 -0.537 -0.519
H13 -5.739 -1.151 -0.123
N1 -0.370 1.761 -1.328
C6 -0.361 2.086 -2.662
C7 -0.709 3.412 -2.775
C8 -1.234 3.795 -1.510
C9 -1.005 2.757 -0.635
H14 -0.188 0.800 -1.012
H15 -0.048 1.323 -3.356
H16 -0.614 4.034 -3.650
H17 -1.599 4.760 -1.194
H18 -1.238 2.709 0.417
N2 -2.626 2.314 3.595
C10 -3.815 2.975 3.494
C11 -4.824 2.049 3.551
C12 -4.211 0.776 3.657
C13 -2.854 0.968 3.709
H19 -1.724 2.758 3.638
H20 -3.886 4.050 3.505
H21 -5.883 2.233 3.612
H22 -4.680 -0.193 3.726
H23 -2.023 0.335 3.970
N3 3.870 1.966 2.440
C14 3.863 3.201 3.031
C15 3.827 3.014 4.391
C16 3.736 1.615 4.615
C17 3.784 0.990 3.395
H24 3.734 1.819 1.449
H25 3.960 4.059 2.387
H26 3.720 3.782 5.140
H27 3.580 1.176 5.587
H28 3.690 -0.048 3.127
N4 3.096 -2.380 -1.385
C18 3.390 -3.313 -0.411
C19 4.550 -3.938 -0.771
C20 4.929 -3.465 -2.058
C21 4.012 -2.505 -2.373
H29 2.310 -1.746 -1.381
H30 2.771 -3.366 0.469
H31 5.033 -4.696 -0.174
H32 5.758 -3.805 -2.653
H33 3.868 -1.987 -3.309
N5 0.679 2.187 4.435
C22 0.083 3.276 5.009
C23 -0.523 2.884 6.167
C24 -0.260 1.492 6.327
C25 0.450 1.097 5.225
H34 1.242 2.156 3.600
H35 0.093 4.248 4.544
H36 -1.156 3.413 6.860
H37 -0.577 0.854 7.134
H38 0.876 0.137 4.987
N6 -0.008 -3.924 -1.199
C26 0.557 -4.767 -2.116
C27 0.107 -6.036 -1.872
C28 -0.792 -5.960 -0.770
C29 -0.837 -4.645 -0.388
H39 0.073 -2.907 -1.197
H40 1.145 -4.378 -2.933
H41 0.370 -6.912 -2.443
H42 -1.396 -6.757 -0.370
H43 -1.451 -4.149 0.345
N7 1.371 -0.826 -3.709
C30 0.717 -1.608 -4.630
C31 0.872 -1.045 -5.867
C32 1.824 0.004 -5.716
C33 2.091 0.126 -4.383
H44 1.308 -1.043 -2.725
H45 0.075 -2.407 -4.295
H46 0.509 -1.449 -6.797
H47 2.219 0.600 -6.522
H48 2.733 0.829 -3.877
N8 2.909 0.875 -0.808
C34 4.164 0.496 -0.406
C35 5.035 1.513 -0.683
C36 4.297 2.500 -1.403
C37 2.981 2.106 -1.402
H49 2.042 0.379 -0.605
H50 4.332 -0.456 0.071
H51 6.098 1.605 -0.532
H52 4.673 3.423 -1.812
H53 2.130 2.562 -1.882
N9 -2.251 -1.235 -2.569
C38 -3.167 -0.364 -3.093
C39 -4.185 -1.097 -3.646
C40 -3.864 -2.468 -3.460
C41 -2.632 -2.512 -2.857
H54 -1.376 -0.977 -2.122
H55 -2.968 0.694 -3.089
H56 -5.048 -0.657 -4.120
H57 -4.428 -3.320 -3.804
H58 -1.956 -3.337 -2.698

Force components x, y, z for each atom (eV/Å):
C 0.37 -0.45 -0.03
C 0.25 0.31 0.23
C -0.01 -1.20 0.17
O 0.31 0.27 -0.46
H -0.28 0.18 -0.04
H 0.02 0.04 0.10
H 0.03 0.27 -0.23
H -0.26 0.00 0.29
H 0.33 0.25 0.11
H -0.51 0.40 -0.43
H 0.10 0.00 -0.11
C -0.03 0.18 0.33
S -0.53 -0.17 -0.04
O 0.06 0.17 -0.07
C 0.23 -0.43 -0.23
H -0.09 -0.07 -0.19
H -0.02 0.03 -0.04
H 0.05 -0.30 0.02
H 0.28 0.06 -0.06
H 0.18 0.20 0.18
H -0.35 0.30 0.12
N -1.40 -0.41 -0.25
C 1.11 0.15 0.56
C -0.77 -0.26 -0.18
C 0.71 0.27 0.53
C 0.35 0.31 -0.26
H 0.00 -0.25 0.10
H 0.22 0.31 -0.24
H -0.30 -0.13 -0.13
H -0.09 0.03 -0.21
H 0.16 -0.21 0.04
N -0.11 -0.01 -0.17
C -0.34 0.11 0.31
C -0.03 -0.16 0.06
C 0.28 -0.43 0.21
C 0.19 0.56 0.15
H -0.03 -0.14 0.13
H 0.17 0.01 -0.18
H 0.01 0.14 -0.29
H -0.15 0.09 0.07
H -0.09 -0.25 -0.33
N -0.43 0.04 0.06
C 0.33 -0.28 -0.30
C -0.46 0.07 -0.16
C 0.18 0.19 0.29
C -0.27 0.16 0.00
H 0.39 -0.09 0.00
H -0.11 0.19 0.24
H 0.23 0.04 0.00
H 0.17 -0.24 -0.08
H 0.09 -0.01 -0.02
N 0.12 -0.88 0.29
C -0.16 1.02 0.16
C -0.06 -0.61 0.24
C -0.08 0.00 0.62
C -0.07 0.40 -1.40
H -0.15 -0.20 0.39
H 0.07 -0.16 0.05
H 0.05 -0.04 -0.09
H -0.01 0.09 -0.07
H 0.15 0.22 0.11
N -0.47 -0.34 0.17
C -0.03 0.63 -0.20
C -0.11 -0.82 0.59
C -0.11 0.16 -0.36
C 0.45 -0.20 0.16
H 0.07 0.21 0.07
H 0.16 -0.04 -0.07
H 0.17 0.48 -0.21
H -0.05 0.01 0.00
H -0.01 0.03 -0.10
N -0.10 -0.09 -0.16
C -0.09 0.27 -0.18
C -0.15 -0.09 -0.01
C 0.05 0.00 -0.21
C -0.18 0.15 0.06
H 0.14 0.10 0.15
H 0.27 -0.04 0.17
H -0.01 -0.02 0.02
H 0.12 -0.03 0.13
H 0.09 -0.05 0.10
N 0.09 -0.78 -0.65
C -0.95 0.48 0.36
C 0.90 -0.62 -0.15
C -0.49 0.04 -0.28
C 0.26 0.35 0.46
H 0.02 0.56 0.09
H 0.01 -0.03 -0.06
H -0.15 0.06 0.04
H 0.09 0.13 0.13
H -0.04 -0.06 0.13
N 0.04 0.18 -0.03
C -0.05 -0.22 0.61
C 0.11 0.51 -1.06
C -0.32 0.13 0.63
C 0.19 -0.01 -0.48
H 0.01 -0.19 -0.23
H -0.04 0.00 0.01
H 0.01 -0.47 0.22
H 0.02 -0.01 -0.01
H -0.13 -0.02 0.22
N 0.23 0.09 -0.56
C 0.26 -0.02 0.11
C -0.09 0.26 0.16
C 0.14 0.06 -0.41
C -0.05 -0.11 0.23
H 0.06 -0.07 0.12
H -0.09 0.02 0.08
H -0.09 -0.16 0.01
H 0.01 -0.01 0.00
H -0.19 -0.09 0.33

## Properties
Calculated total energy: -2638.5735 Eh
Orbital gap: 8.19 eV
LUMO: 0.088 hartree
Multiplicity: 1
Relative energy (zero: lowest compared OMol25 entry of this formula, charge and spin): 0.000 eV
Net charge: -1